1.
Molecular formula: C4H5N
Method: DFT, ωB97M-V/def2-TZVPD

Frontier orbital gap, eV: 10.491
SMILES string: C#C[C@H]1CN1

Geometry (Å):
C  -2.2591  -0.6133  -0.1478
C  -1.1862  -0.1045  0.0666
C  0.1238  0.4912  0.2501
C  1.3694  -0.2171  -0.1391
N  0.8719  0.8810  -0.9532
H  -3.1949  -1.1081  -0.3100
H  0.3255  1.0266  1.1613
H  1.2637  -1.2561  -0.4146
H  2.2790  0.0516  0.3966
H  0.3769  0.4877  -1.7517

Taken from the Löwdin analysis, the atomic charges in e are:
1 C 0.11
2 C -0.10
3 C -0.34
4 C -0.16
5 N 0.03
6 H 0.03
7 H 0.13
8 H 0.11
9 H 0.10
10 H 0.10

=====

2.
Molecular formula: C4H5N2
Method: DFT, ωB97M-V/def2-TZVPD

Frontier orbital gap, eV: 8.022
Total charge: +1
SMILES string: N=[N+]1C=CC=C1

Geometry (Å):
N  2.1834  0.1791  -0.0031
N  0.9673  0.0173  -0.1239
C  0.2658  -1.1537  0.0432
C  -1.0680  -0.9514  -0.0780
C  -1.3779  0.4840  -0.0257
C  -0.2668  1.2029  -0.0178
H  2.4444  1.1710  -0.1679
H  0.8907  -2.1177  0.1510
H  -1.8566  -1.7844  -0.0976
H  -2.3311  0.7553  0.0953
H  0.1487  2.1976  0.2245

Taken from the Löwdin analysis, the atomic charges in e are:
1 N 0.30
2 N -0.11
3 C -0.07
4 C 0.04
5 C -0.02
6 C 0.15
7 H 0.14
8 H 0.18
9 H 0.17
10 H 0.09
11 H 0.13

=====

3.
Molecular formula: C4H5N2
Method: DFT, ωB97M-V/def2-TZVPD

Frontier orbital gap, eV: 10.458
Total charge: +1

Geometry (Å):
C  -3.2061  -0.0964  0.0024
C  1.6505  -0.3291  0.5647
C  0.7591  -0.1133  -0.6448
C  0.5073  1.2659  -0.4516
N  -2.0625  -0.1050  0.0471
N  0.9060  0.9490  0.7303
H  -4.2836  -0.0312  -0.0450
H  1.4091  -1.0479  1.3332
H  2.6640  -0.0865  0.4781
H  -0.0806  -0.9057  -0.7775
H  -0.1195  2.0637  -0.8997

Taken from the Löwdin analysis, the atomic charges in e are:
1 C 0.01
2 C 0.00
3 C 0.07
4 C 0.00
5 N 0.07
6 N 0.19
7 H 0.08
8 H 0.14
9 H 0.12
10 H 0.14
11 H 0.17

=====

4.
Molecular formula: C4H5N2
Method: DFT, ωB97M-V/def2-TZVPD

Frontier orbital gap, eV: 9.358
Total charge: +1

Geometry (Å):
C  -0.9477  -1.1661  0.2700
C  -1.3005  0.1951  0.1248
C  0.0197  -0.2455  0.0789
C  2.8296  0.1010  0.1308
N  1.7892  0.7679  0.1071
N  -2.3240  1.0177  0.0987
H  -1.5058  -2.0456  0.4206
H  3.1834  -0.8861  -0.3020
H  3.8483  0.5562  0.2812
H  -3.2290  0.6233  0.1207
H  -2.1738  2.0044  0.0402

Taken from the Löwdin analysis, the atomic charges in e are:
1 C 0.18
2 C -0.21
3 C 0.13
4 C -0.09
5 N 0.13
6 N 0.23
7 H 0.12
8 H 0.12
9 H 0.12
10 H 0.13
11 H 0.14

=====

5.
Molecular formula: C4H5N2
Method: DFT, ωB97M-V/def2-TZVPD

Frontier orbital gap, eV: 9.997
Total charge: +1

Geometry (Å):
C  -0.2987  -0.1108  0.0487
C  -2.4582  -0.4531  -0.0618
C  1.7632  0.5459  0.2139
C  0.9964  -0.7144  0.0471
N  -3.0197  0.5519  0.1868
N  0.4350  0.7946  -0.4916
H  -2.5233  -1.4316  -0.3258
H  1.8869  0.9822  1.2287
H  2.7157  0.7781  -0.4590
H  1.1765  -1.6145  -0.6294
H  -2.7933  1.4535  0.5344

Taken from the Löwdin analysis, the atomic charges in e are:
1 C -0.06
2 C 0.10
3 C -0.06
4 C 0.00
5 N 0.22
6 N 0.14
7 H 0.08
8 H 0.13
9 H 0.17
10 H 0.16
11 H 0.12

=====

6.
Molecular formula: C4H5N2
Method: DFT, ωB97M-V/def2-TZVPD

Frontier orbital gap (spin up / spin down), eV: 7.104 / 7.372
Total charge: +1

Geometry (Å):
C  -0.7869  0.3219  -1.1236
C  0.1814  0.2054  -1.9814
C  1.1638  -0.5572  -0.1078
C  -1.1692  0.4965  1.2460
N  -0.5427  0.1087  0.0925
N  1.0846  -0.6707  -1.4184
H  2.0230  -0.9127  0.3641
H  -0.7527  1.4100  1.6388
H  -2.2421  0.7814  0.9869
H  -0.9672  -0.2253  2.1252
H  2.0079  -0.9580  -1.8224

Taken from the Löwdin analysis, the atomic charges in e are:
1 C -0.01
2 C 0.10
3 C 0.23
4 C -0.06
5 N -0.02
6 N 0.04
7 H 0.11
8 H 0.10
9 H 0.15
10 H 0.14
11 H 0.20

=====

7.
Molecular formula: C4H5N2O2
Method: DFT, ωB97M-V/def2-TZVPD

Frontier orbital gap, eV: 7.398
Total charge: -1

Geometry (Å):
O  4.4845  1.0116  -1.0443
O  3.8544  3.1680  -0.6348
C  4.5463  2.2631  -1.1728
H  5.3373  2.6271  -1.8724
N  -1.2509  0.4338  3.9033
C  -0.5621  1.3612  3.2573
C  -0.7033  -0.7627  3.5065
C  0.3254  -0.5564  2.6129
N  0.4001  0.8064  2.4666
H  -0.7161  2.4382  3.3242
H  -1.0776  -1.7141  3.8846
H  0.9920  -1.2368  2.0830
H  1.0590  1.3146  1.8715

Taken from the Löwdin analysis, the atomic charges in e are:
1 O -0.18
2 O -0.18
3 C -0.71
4 H 0.07
5 N 0.02
6 C -0.22
7 C -0.20
8 C -0.12
9 N 0.04
10 H 0.11
11 H 0.09
12 H 0.11
13 H 0.17

=====

8.
Molecular formula: C4H5N2O2S
Method: DFT, ωB97M-V/def2-TZVPD

Frontier orbital gap, eV: 6.033
Total charge: -1

Geometry (Å):
C  0.0366  -1.3288  0.5742
C  1.1839  1.8348  0.6912
C  1.2780  -1.7386  0.6203
C  -0.4964  -0.2668  -1.5955
N  0.0591  1.3376  1.4401
N  -0.8436  -1.2796  -0.5486
O  0.8003  2.9819  0.2909
O  2.2858  -2.1470  1.1017
S  -0.1780  -0.2124  2.0249
H  -1.2264  -0.5642  -2.4768
H  -0.7394  0.7371  -1.0815
H  0.4355  -0.3992  -2.0341
H  -0.7715  1.9919  1.2463
H  -1.8239  -0.9467  -0.2532

Taken from the Löwdin analysis, the atomic charges in e are:
1 C -0.58
2 C -0.45
3 C -0.25
4 C -0.13
5 N -0.50
6 N -0.16
7 O -0.27
8 O 0.09
9 S 0.82
10 H 0.10
11 H 0.09
12 H 0.04
13 H 0.08
14 H 0.12

=====

9.
Molecular formula: C4H5N2O3
Method: DFT, ωB97M-V/def2-TZVPD

Frontier orbital gap (spin up / spin down), eV: 9.785 / 6.607
Total charge: +1

Geometry (Å):
C  -0.0457  -0.5001  0.3455
C  0.6167  0.5587  -1.7976
C  1.3022  -1.6228  -1.4100
C  -1.0600  0.9828  1.9172
N  -0.4970  0.7652  0.6082
N  0.5705  -0.5217  -0.9938
O  -0.1705  -1.5355  0.9923
O  0.7605  1.1969  -2.7202
O  -0.4194  1.6654  -0.3041
H  1.4188  -1.8678  -2.4650
H  1.1673  -2.5229  -0.8050
H  -0.5948  1.9786  2.3352
H  -2.0544  1.3650  1.6814
H  -0.9942  0.0581  2.6158

Taken from the Löwdin analysis, the atomic charges in e are:
1 C -0.32
2 C -0.08
3 C 0.15
4 C 0.05
5 N -0.15
6 N 0.03
7 O 0.19
8 O 0.38
9 O 0.11
10 H 0.11
11 H 0.10
12 H 0.16
13 H 0.11
14 H 0.15

=====

10.
Molecular formula: C4H5N2O3P
Method: DFT, ωB97M-V/def2-TZVPD

Frontier orbital gap, eV: 7.351
Total charge: -2

Geometry (Å):
C  -0.9303  -1.7972  1.7346
C  -1.2758  -0.4843  1.9557
C  -0.0784  -0.5668  0.1822
C  0.4043  -0.3075  -1.2173
N  -0.1776  -1.8556  0.5439
N  -0.6862  0.3418  0.9736
O  0.1186  2.3102  -0.6692
O  2.6916  1.4902  -0.9984
O  1.0693  1.8652  -2.9063
P  1.2542  1.3861  -1.5015
H  -1.0227  -2.5907  2.4557
H  -1.6269  -0.0676  2.9120
H  1.0312  -1.1324  -1.6339
H  -0.4606  -0.1652  -1.7784
H  -0.3107  1.5737  -0.0526

Taken from the Löwdin analysis, the atomic charges in e are:
1 C -0.27
2 C -0.25
3 C -0.52
4 C -0.19
5 N 0.01
6 N 0.01
7 O -0.31
8 O -0.47
9 O -0.46
10 P 0.24
11 H 0.03
12 H 0.05
13 H 0.08
14 H 0.04
15 H 0.00

=====

In the order shown, the computed relative energy (zero: lowest compared OMol25 entry of this formula, charge and spin) values come out to 69.4; 56.2; 76.9; 95.2; 114.9; 157.7; 10.6; 114.0; 125.4; 7.3 kcal/mol.